1.
{
  "formula": "C41H46F11N4O3Ti",
  "method": "the ωB97M-V functional and the def2-TZVPD basis",
  "homo_lumo_gap_ev": 5.35,
  "e_tot_ev": -108368.4745,
  "multiplicity": 2,
  "de_lowest_kcal_mol": 0.0,
  "symbols": ["Ti", "C", "N", "C", "C", "N", "C", "C", "F", "C", "F", "C", "F", "C", "F", "C", "F", "C", "C", "N", "C", "C", "F", "C", "F", "C", "F", "C", "F", "C", "F", "H", "H", "H", "H", "H", "H", "H", "H", "H", "H", "H", "C", "O", "C", "C", "O", "C", "C", "O", "C", "H", "H", "H", "H", "H", "H", "H", "H", "H", "H", "H", "H", "H", "H", "C", "C", "C", "C", "C", "C", "C", "C", "C", "C", "C", "C", "N", "C", "C", "C", "C", "C", "C", "F", "H", "H", "H", "H", "H", "H", "H", "H", "H", "H", "H", "H", "H", "H", "H", "H", "H", "H", "H", "H", "H"],
  "xyz": [[-1.063, -0.603, 1.732], [-1.337, 1.720, -0.375], [-0.686, 1.385, 0.940], [0.829, 1.618, 0.882], [1.492, 0.913, 2.042], [0.663, -0.263, 2.443], [1.247, -1.119, 3.441], [1.089, -0.880, 4.843], [0.482, 0.232, 5.272], [1.391, -1.876, 5.768], [1.086, -1.641, 7.091], [1.931, -3.102, 5.379], [2.042, -4.102, 6.244], [2.354, -3.245, 4.063], [3.024, -4.378, 3.750], [2.134, -2.218, 3.140], [2.887, -2.233, 2.005], [-1.273, 2.329, 1.948], [-2.576, 1.717, 2.469], [-2.311, 0.332, 2.847], [-2.583, -0.153, 4.111], [-2.860, 0.564, 5.273], [-3.333, 1.841, 5.204], [-2.767, 0.005, 6.531], [-3.102, 0.732, 7.628], [-2.358, -1.323, 6.686], [-2.073, -1.834, 7.912], [-2.033, -2.061, 5.550], [-1.481, -3.269, 5.682], [-2.215, -1.456, 4.330], [-1.645, -2.055, 3.189], [-1.360, 2.789, -0.588], [-0.768, 1.242, -1.182], [-2.356, 1.294, -0.338], [1.219, 1.099, -0.035], [1.053, 2.696, 0.838], [2.453, 0.533, 1.701], [1.678, 1.586, 2.887], [-0.543, 2.496, 2.749], [-1.500, 3.272, 1.473], [-2.829, 2.314, 3.328], [-3.345, 1.732, 1.703], [0.877, -2.748, 0.380], [-0.353, -2.459, 1.019], [-1.224, -3.604, 0.845], [-2.449, -3.107, 0.118], [-2.798, -1.896, 0.793], [-4.206, -1.683, 0.760], [-4.693, -1.210, -0.617], [-4.166, 0.120, -0.819], [-5.024, 0.892, -1.677], [0.639, -3.057, -0.653], [1.397, -3.570, 0.899], [1.474, -1.846, 0.341], [-1.447, -3.982, 1.870], [-0.659, -4.354, 0.251], [-3.346, -3.778, 0.201], [-2.295, -2.893, -0.944], [-4.466, -0.904, 1.522], [-4.677, -2.651, 0.962], [-5.791, -1.227, -0.673], [-4.310, -1.860, -1.411], [-5.412, 1.854, -1.189], [-5.917, 0.318, -1.898], [-4.533, 1.144, -2.629], [0.712, 2.751, -5.519], [0.581, 2.904, -4.005], [-0.033, 4.287, -3.719], [1.951, 2.778, -3.419], [2.749, 3.900, -3.447], [4.106, 3.848, -3.064], [4.617, 2.661, -2.567], [3.881, 1.485, -2.465], [4.677, 0.232, -2.106], [4.955, 0.073, -0.596], [4.205, -1.104, -2.705], [2.507, 1.520, -2.859], [1.690, 0.511, -2.467], [0.940, -0.273, -3.286], [1.256, -0.635, -4.628], [0.336, -1.296, -5.411], [-0.927, -1.614, -4.916], [-1.190, -1.407, -3.561], [-0.239, -0.822, -2.758], [-0.479, -0.839, -1.375], [-0.285, 2.743, -5.971], [1.181, 1.817, -5.820], [1.250, 3.627, -5.923], [-0.068, 2.072, -3.579], [0.495, 5.131, -4.172], [-0.072, 4.465, -2.610], [-1.065, 4.343, -4.038], [2.340, 4.857, -3.845], [4.724, 4.727, -3.125], [5.608, 2.625, -2.145], [5.698, 0.408, -2.582], [4.075, 0.220, 0.040], [5.721, 0.818, -0.277], [5.436, -0.902, -0.438], [3.409, -1.553, -2.092], [5.076, -1.762, -2.689], [3.846, -1.034, -3.744], [2.258, -0.332, -5.033], [0.595, -1.556, -6.417], [-1.666, -2.081, -5.527], [-2.125, -1.727, -3.145]],
  "mulliken_spin": [0.846, 0.066, -0.068, 0.018, 0.004, 0.017, -0.012, -0.022, -0.001, 0.000, 0.000, 0.001, 0.000, 0.000, 0.000, -0.003, 0.000, 0.019, 0.043, 0.013, 0.011, -0.006, 0.000, 0.001, 0.000, -0.001, 0.000, 0.005, 0.000, 0.004, -0.002, 0.001, -0.017, 0.005, 0.007, -0.001, -0.001, 0.001, -0.001, 0.002, 0.005, -0.021, 0.000, -0.012, 0.010, -0.002, 0.039, 0.015, 0.001, 0.009, 0.000, 0.001, 0.001, 0.002, 0.000, -0.001, 0.002, -0.001, -0.006, 0.000, 0.000, -0.001, 0.000, 0.000, 0.000, 0.000, 0.001, 0.000, 0.000, -0.001, 0.000, 0.000, 0.000, 0.000, 0.001, 0.000, 0.000, 0.001, -0.002, 0.001, 0.000, 0.000, 0.000, 0.007, 0.027, 0.000, 0.000, 0.000, 0.000, 0.000, 0.000, 0.000, 0.000, 0.000, 0.000, 0.000, 0.000, 0.000, 0.000, 0.000, 0.000, 0.000, 0.000, 0.000, 0.000, 0.000]
}

---

2.
{
  "formula": "C20H22N2O",
  "method": "the ωB97M-V functional and the def2-TZVPD basis",
  "homo_lumo_gap_ev": 9.36,
  "e_tot_ev": -26124.4257,
  "de_lowest_kcal_mol": 39.2,
  "smiles": "C=CCN1CCN(C(=O)c2ccc(-c3ccccc3)cc2)CC1",
  "symbols": ["C", "C", "C", "N", "C", "C", "N", "C", "O", "C", "C", "C", "C", "C", "C", "C", "C", "C", "C", "C", "C", "C", "C", "H", "H", "H", "H", "H", "H", "H", "H", "H", "H", "H", "H", "H", "H", "H", "H", "H", "H", "H", "H", "H", "H"],
  "xyz": [[4.957, -0.052, 0.532], [5.064, -0.411, -0.733], [3.956, -1.023, -1.543], [2.895, -1.544, -0.710], [1.623, -1.658, -1.394], [0.612, -2.343, -0.452], [1.065, -2.226, 0.911], [0.718, -1.211, 1.740], [1.254, -1.030, 2.817], [-0.406, -0.344, 1.262], [-1.730, -0.687, 1.504], [-2.751, 0.152, 1.101], [-2.472, 1.350, 0.446], [-3.560, 2.239, 0.013], [-4.656, 2.474, 0.840], [-5.677, 3.312, 0.433], [-5.624, 3.924, -0.808], [-4.540, 3.695, -1.640], [-3.515, 2.862, -1.232], [-1.141, 1.689, 0.214], [-0.117, 0.856, 0.623], [2.291, -2.956, 1.161], [3.234, -2.787, -0.044], [5.777, 0.397, 1.064], [4.041, -0.195, 1.079], [5.984, -0.255, -1.281], [3.531, -0.243, -2.185], [4.374, -1.799, -2.213], [1.701, -2.238, -2.333], [1.283, -0.649, -1.642], [-0.378, -1.898, -0.560], [0.538, -3.411, -0.684], [-1.957, -1.615, 2.010], [-3.778, -0.131, 1.278], [-4.694, 2.013, 1.816], [-6.518, 3.491, 1.087], [-6.423, 4.576, -1.126], [-4.495, 4.167, -2.610], [-2.679, 2.676, -1.891], [-0.907, 2.627, -0.270], [0.913, 1.132, 0.452], [2.729, -2.534, 2.068], [2.067, -4.014, 1.334], [3.144, -3.648, -0.731], [4.267, -2.733, 0.297]],
  "mulliken_charge": [-0.763, -0.192, -0.756, 0.571, -1.036, -0.854, 0.083, 0.192, -0.680, -0.138, -0.196, -0.765, 0.510, 0.318, -0.448, -0.555, -0.427, -0.555, -0.482, -0.911, -0.102, -0.970, -0.791, 0.305, 0.142, 0.325, 0.372, 0.373, 0.402, 0.502, 0.408, 0.437, 0.462, 0.496, 0.481, 0.379, 0.370, 0.380, 0.472, 0.516, 0.598, 0.462, 0.287, 0.288, 0.490]
}

---

3.
{
  "formula": "C2H9N5",
  "method": "the ωB97M-V functional and the def2-TZVPD basis",
  "total_charge": 2,
  "homo_lumo_gap_ev": [9.15, 7.26],
  "e_tot_ev": -9647.5660,
  "de_lowest_kcal_mol": 138.0,
  "symbols": ["C", "C", "N", "N", "N", "N", "N", "H", "H", "H", "H", "H", "H", "H", "H", "H"],
  "xyz": [[2.492, 0.819, 0.070], [-2.539, -0.329, -0.460], [2.089, -0.362, 0.211], [2.970, 1.907, 0.189], [1.661, -1.426, -0.444], [-0.662, 0.208, 0.929], [-1.433, 0.428, -0.070], [-3.528, 0.143, -0.338], [-2.608, -0.626, -1.571], [-2.768, -1.248, 0.123], [3.828, 2.337, 0.596], [1.827, -2.369, -0.016], [1.293, -1.387, -1.376], [-1.108, -0.422, 1.616], [-0.285, 1.115, 1.190], [-1.229, 1.211, -0.650]],
  "mulliken_charge": [0.500, -0.730, -0.062, -0.235, -0.187, -0.315, 0.148, 0.354, 0.309, 0.318, 0.386, 0.336, 0.271, 0.322, 0.304, 0.281]
}

---

4.
{
  "formula": "C14H21Cl8NO2",
  "method": "the ωB97M-V functional and the def2-TZVPD basis",
  "homo_lumo_gap_ev": 9.40,
  "e_tot_ev": -120620.3686,
  "de_lowest_kcal_mol": 22.3,
  "smiles": "O=[N+]([O-])c1ccccc1.ClCCCl.ClCCCl.ClCCCl.ClCCCl",
  "symbols": ["O", "N", "O", "C", "C", "C", "C", "C", "C", "H", "H", "H", "H", "H", "Cl", "C", "C", "Cl", "H", "H", "H", "H", "Cl", "C", "C", "Cl", "H", "H", "H", "H", "Cl", "C", "C", "Cl", "H", "H", "H", "H", "Cl", "C", "C", "Cl", "H", "H", "H", "H"],
  "xyz": [[3.172, 5.562, -2.028], [2.743, 4.912, -2.959], [3.351, 4.913, -4.054], [1.674, 3.930, -2.852], [1.109, 3.281, -3.948], [0.103, 2.338, -3.837], [-0.397, 2.029, -2.548], [0.076, 2.768, -1.422], [1.074, 3.729, -1.600], [1.646, 3.394, -4.878], [-0.313, 1.876, -4.720], [-1.086, 1.228, -2.323], [-0.311, 2.510, -0.447], [1.256, 4.330, -0.722], [-0.165, 0.586, 1.805], [-0.480, -0.818, 0.838], [-1.746, -1.577, 1.329], [-3.291, -0.791, 0.965], [0.342, -1.531, 0.771], [-0.867, -0.495, -0.128], [-1.797, -1.712, 2.410], [-1.812, -2.545, 0.832], [-2.589, -1.311, -2.419], [-4.252, -1.629, -3.117], [-4.802, -2.906, -2.535], [-5.418, -2.631, -0.866], [-4.140, -1.701, -4.199], [-4.851, -0.795, -2.751], [-4.066, -3.703, -2.421], [-5.626, -3.218, -3.176], [-0.226, -3.037, 4.516], [-0.091, -2.008, 5.948], [0.554, -0.698, 5.534], [2.306, -0.770, 5.210], [0.555, -2.552, 6.637], [-1.074, -1.870, 6.397], [0.407, 0.097, 6.265], [0.024, -0.314, 4.662], [2.603, -2.818, 1.467], [3.934, -1.593, 1.245], [3.534, -0.449, 0.333], [3.014, -0.948, -1.299], [4.766, -2.149, 0.813], [4.292, -1.369, 2.250], [4.199, 0.411, 0.252], [2.666, 0.044, 0.770]],
  "mulliken_charge": [-0.578, 0.935, -0.578, -0.053, -0.201, -0.560, -0.103, -0.500, -0.275, 0.409, 0.401, 0.299, 0.404, 0.412, -0.269, 0.652, -0.532, -0.193, 0.054, -0.331, 0.221, 0.356, -0.181, -0.538, -0.408, -0.165, 0.364, 0.294, 0.291, 0.315, -0.155, -0.489, -0.221, -0.173, 0.339, 0.289, 0.337, 0.092, -0.176, -0.398, -0.267, -0.177, 0.327, 0.307, 0.389, 0.031]
}

---

5.
{
  "formula": "C34H32F5NOP2S2TeZn",
  "method": "the ωB97M-V functional and the def2-TZVPD basis",
  "total_charge": -2,
  "homo_lumo_gap_ev": 5.09,
  "e_tot_ev": -148868.8548,
  "symbols": ["Zn", "C", "P", "C", "C", "C", "C", "C", "C", "C", "C", "C", "C", "C", "C", "C", "C", "C", "C", "C", "P", "C", "C", "C", "C", "C", "C", "C", "C", "C", "C", "C", "C", "N", "H", "H", "H", "H", "H", "H", "H", "H", "H", "H", "H", "H", "H", "H", "H", "H", "H", "H", "H", "H", "H", "H", "H", "H", "H", "H", "C", "C", "S", "C", "C", "S", "H", "H", "H", "H", "H", "H", "F", "Te", "F", "F", "F", "F", "O"],
  "xyz": [[0.104, 0.754, 0.720], [-2.472, -1.277, 1.675], [-2.879, -0.357, 0.121], [-4.375, 0.620, 0.481], [-5.302, 0.889, -0.534], [-6.207, 1.933, -0.415], [-6.192, 2.749, 0.710], [-5.278, 2.494, 1.723], [-4.381, 1.439, 1.616], [-3.472, -1.757, -0.905], [-4.749, -2.316, -0.854], [-5.102, -3.354, -1.707], [-4.176, -3.863, -2.611], [-2.893, -3.332, -2.650], [-2.544, -2.286, -1.805], [-1.093, -1.865, 1.619], [-0.750, -3.199, 1.622], [0.664, -3.258, 1.653], [1.113, -1.958, 1.659], [2.551, -1.521, 1.790], [3.033, -0.233, 0.623], [4.793, 0.130, 0.866], [5.089, 0.960, 1.952], [6.392, 1.398, 2.147], [7.388, 1.050, 1.243], [7.094, 0.229, 0.162], [5.801, -0.248, -0.018], [2.913, -0.914, -1.050], [3.306, -0.071, -2.093], [3.270, -0.519, -3.402], [2.809, -1.800, -3.682], [2.397, -2.632, -2.652], [2.455, -2.195, -1.332], [0.038, -1.082, 1.610], [-2.507, -0.556, 2.497], [-3.199, -2.073, 1.841], [-5.284, 0.295, -1.440], [-6.906, 2.133, -1.220], [-6.871, 3.590, 0.781], [-5.227, 3.143, 2.589], [-3.651, 1.282, 2.401], [-5.474, -1.929, -0.146], [-6.106, -3.765, -1.673], [-4.458, -4.663, -3.286], [-2.168, -3.721, -3.356], [-1.553, -1.845, -1.849], [-1.434, -4.036, 1.625], [1.279, -4.148, 1.708], [2.751, -1.116, 2.791], [3.216, -2.375, 1.646], [4.295, 1.270, 2.629], [6.623, 2.030, 2.996], [8.397, 1.425, 1.373], [7.864, -0.025, -0.557], [5.574, -0.895, -0.855], [3.613, 0.940, -1.859], [3.581, 0.134, -4.208], [2.755, -2.144, -4.708], [2.023, -3.625, -2.871], [2.110, -2.841, -0.534], [-0.926, 4.747, -0.918], [-0.679, 3.265, -0.698], [-0.804, 2.793, 1.010], [-0.406, 2.460, -1.741], [-0.448, 3.016, -3.157], [0.107, 0.768, -1.663], [-0.770, 5.273, 0.023], [-1.952, 4.949, -1.251], [-0.239, 5.161, -1.662], [-1.375, 3.568, -3.344], [-0.379, 2.193, -3.867], [0.393, 3.699, -3.343], [2.933, 0.633, 4.360], [1.072, 0.880, 3.611], [-0.915, 0.859, 3.810], [0.920, -0.776, 4.660], [0.812, 1.626, 5.341], [1.800, 2.733, 3.444], [2.269, 1.060, 0.790]],
  "mulliken_charge": [1.867, -1.183, 0.552, 0.596, -0.689, -0.619, -0.405, -0.689, -0.601, 0.001, -0.132, -0.650, -0.444, -0.556, -0.407, -0.154, -1.052, -0.850, -0.143, -1.481, 1.378, 0.214, -0.545, -0.758, -0.385, -0.681, -0.291, 0.306, -0.241, -0.865, -0.395, -0.663, -0.367, 2.080, 0.297, 0.499, 0.380, 0.354, 0.348, 0.397, 0.284, 0.401, 0.370, 0.344, 0.401, 0.312, 0.440, 0.514, 0.639, 0.498, 0.371, 0.423, 0.349, 0.373, 0.415, 0.477, 0.396, 0.339, 0.414, 0.203, -1.740, 0.406, -0.513, 0.117, -1.698, -0.306, 0.444, 0.262, 0.329, 0.355, 0.380, 0.297, -0.547, 1.325, -0.578, -0.517, -0.401, -0.570, -1.029]
}

---

6.
{
  "formula": "C6H16",
  "method": "the ωB97M-V functional and the def2-TZVPD basis",
  "homo_lumo_gap_ev": 11.71,
  "e_tot_ev": -6479.4864,
  "de_lowest_kcal_mol": 50.1,
  "smiles": "CC(C)C.CC",
  "symbols": ["C", "C", "C", "C", "H", "H", "H", "H", "H", "H", "H", "H", "H", "H", "C", "C", "H", "H", "H", "H", "H", "H"],
  "xyz": [[-1.282, 0.246, -1.817], [-1.203, -0.408, -0.368], [-1.603, 0.516, 0.789], [-2.132, -1.601, -0.440], [-2.319, 0.197, -2.085], [-1.054, -0.646, -2.433], [-0.372, 0.760, -2.014], [-0.161, -0.759, -0.173], [-2.721, 0.712, 0.831], [-1.312, 0.001, 1.702], [-1.044, 1.445, 0.850], [-3.178, -1.340, -0.599], [-2.074, -2.254, -1.302], [-1.995, -2.247, 0.467], [2.560, -0.041, 0.560], [3.144, 1.380, 1.005], [3.394, -0.687, 0.328], [1.939, -0.543, 1.277], [1.716, 0.335, -0.043], [2.353, 2.053, 1.350], [3.740, 1.746, 0.170], [3.605, 1.133, 1.942]],
  "mulliken_charge": [-1.436, 1.071, -1.240, -1.668, 0.407, 0.391, 0.379, -0.109, 0.297, 0.377, 0.318, 0.415, 0.414, 0.340, -0.577, -0.901, 0.379, 0.307, -0.044, 0.292, 0.277, 0.311]
}